Entry 1:
Here is a structure of composition C18H35AlN2S in a non-equilibrium geometry from the Open Molecules 2025 dataset. Energies are from wB97M-V/def2-TZVPD.

Last column: Löwdin charge in e.
Atoms and positions in Å:
C (-0.02112, 1.34828, 0.53194)  -0.19
H (-0.20825, 1.23169, 1.60673)  0.01
H (0.99732, 1.03416, 0.28771)  0.02
H (2.02950, 2.28906, 2.17481)  -0.06
C (-0.37271, 2.73716, 0.00814)  -0.35
H (-1.15558, 2.67102, -0.77531)  0.08
H (-0.84542, 3.31952, 0.81591)  0.11
C (0.80138, 3.54321, -0.55206)  -0.09
H (0.44544, 4.51678, -0.91109)  0.09
H (1.55136, 3.73184, 0.22125)  0.07
H (1.29080, 3.03047, -1.39135)  0.08
C (-1.18251, -2.01297, -0.86847)  -0.31
C (-1.58978, -1.20358, -2.01289)  -0.33
C (-0.42770, -0.40338, -2.36739)  -0.28
C (0.71802, -1.03181, -1.75895)  -0.18
C (0.25884, -1.99377, -0.83720)  -0.19
C (1.09956, -2.98375, -0.12203)  0.00
C (2.13484, -0.82875, -2.16490)  0.00
C (-0.36223, 0.51801, -3.53656)  -0.01
C (-2.92288, -1.19231, -2.66061)  -0.01
C (-2.05272, -3.03644, -0.22802)  -0.02
Al (-1.48470, 0.00818, -0.55862)  0.97
H (2.82296, -0.94272, -1.31322)  0.09
H (2.43881, -1.56725, -2.92564)  0.12
H (2.29434, 0.16713, -2.59866)  0.09
H (2.08380, -2.56651, 0.13042)  0.08
H (0.61963, -3.31586, 0.80840)  0.08
H (1.27084, -3.88131, -0.73790)  0.12
H (-3.07788, -2.67199, -0.12838)  0.09
H (-2.07934, -3.96136, -0.82000)  0.12
H (-1.67827, -3.29027, 0.76749)  0.09
H (-3.17767, -0.18999, -3.02080)  0.09
H (-2.93286, -1.87698, -3.52410)  0.12
H (-3.69052, -1.53542, -1.95912)  0.09
H (0.30798, 1.36534, -3.33691)  0.09
H (0.02053, -0.00659, -4.42454)  0.11
H (-1.34894, 0.91954, -3.78317)  0.09
C (-0.75996, -1.90395, 5.22440)  -0.07
C (0.56664, -1.18292, 5.12604)  -0.21
N (0.65185, -0.37814, 3.86615)  0.04
C (1.39758, 0.75650, 3.84352)  -0.68
S (2.53344, 1.07093, 2.57725)  0.95
N (1.29208, 1.61521, 4.86812)  0.04
C (0.00951, 1.85114, 5.57601)  -0.21
C (0.29536, 2.39439, 6.96134)  -0.06
H (-1.60320, -1.20625, 5.20964)  0.08
H (-0.80070, -2.44841, 6.17244)  0.10
H (-0.88564, -2.63100, 4.41445)  0.08
H (0.72409, -0.52126, 5.98410)  0.11
H (1.40278, -1.90037, 5.11624)  0.14
H (0.80231, -0.97065, 3.04387)  0.14
H (1.92164, 2.42024, 4.81711)  0.15
H (-0.60018, 2.56896, 4.99802)  0.14
H (-0.55292, 0.91268, 5.60896)  0.10
H (0.69865, 3.41260, 6.90526)  0.09
H (-0.64345, 2.42895, 7.52096)  0.09
H (1.00156, 1.75632, 7.51000)  0.09

Its calculated total energy is -39630.5087 eV. As for the multiplicity: 1. The largest force on an atom is 0.0984 Eh/bohr. The HOMO energy is -14.648 eV. As for the net charge: +2.

***

Entry 2:
Here is a cluster of 6 separate species, C18H35BClNO7 in total in a non-equilibrium geometry from the Open Molecules 2025 dataset. Energies are from wB97M-V/def2-TZVPD.

Last column: Löwdin charge in e.
Atoms and positions in Å:
C (4.07406, 1.45598, -4.63367)  0.03
C (2.91331, 1.54644, -5.31136)  -0.14
B (1.61844, 2.25010, -4.89273)  -0.78
Cl (1.60918, 3.89332, -4.26166)  0.71
C (0.20609, 1.50861, -5.01548)  -0.18
O (0.22790, 0.46601, -3.99824)  -0.16
N (0.07079, -0.83382, -4.57291)  -0.01
O (1.07703, -1.27297, -4.94886)  0.09
H (5.04497, 1.49693, -5.11795)  0.03
H (4.07171, 1.28611, -3.55994)  0.07
H (2.87166, 1.05461, -6.28816)  0.10
H (-0.62700, 2.16260, -4.76860)  0.09
H (0.09061, 1.07126, -6.00836)  0.11
C (8.13828, 0.98809, -7.92828)  -0.02
C (6.93771, 0.22058, -7.43360)  -0.48
O (6.27456, 0.61406, -6.50179)  0.05
C (6.59975, -1.06112, -8.15296)  -0.02
H (8.26877, 1.88455, -7.32709)  0.08
H (9.03479, 0.37156, -7.84849)  0.09
H (7.99441, 1.27578, -8.97075)  0.09
H (7.43397, -1.76058, -8.08224)  0.09
H (6.39369, -0.85622, -9.20457)  0.09
H (5.71989, -1.51060, -7.69896)  0.08
C (-0.12415, -3.53420, -2.36573)  -0.03
C (-0.87263, -3.91425, -1.10996)  -0.50
O (-0.89561, -5.05555, -0.71088)  0.06
C (-1.58692, -2.80301, -0.38295)  -0.03
H (0.34304, -4.41969, -2.79094)  0.08
H (-0.81246, -3.10961, -3.09776)  0.07
H (0.65003, -2.80136, -2.13241)  0.08
H (-2.33469, -2.34639, -1.03193)  0.08
H (-0.87561, -2.03828, -0.06942)  0.09
H (-2.08236, -3.20548, 0.49709)  0.08
C (-5.62083, -0.84931, 1.28548)  -0.02
C (-4.19523, -0.63412, 1.73550)  -0.50
O (-3.30658, -0.43796, 0.93754)  0.05
C (-3.93926, -0.67509, 3.21935)  -0.03
H (-5.67080, -0.79570, 0.20027)  0.08
H (-5.97127, -1.82988, 1.61100)  0.08
H (-6.26718, -0.08055, 1.71126)  0.08
H (-4.22206, -1.64722, 3.62375)  0.09
H (-4.51331, 0.09722, 3.72583)  0.07
H (-2.87990, -0.50784, 3.40472)  0.08
C (-4.85250, -0.50506, 8.46378)  -0.02
C (-4.18489, -0.46776, 7.11032)  -0.49
O (-4.81842, -0.26305, 6.09929)  0.05
C (-2.69674, -0.69433, 7.07766)  -0.02
H (-5.91910, -0.32723, 8.34766)  0.08
H (-4.70205, -1.48081, 8.92808)  0.08
H (-4.42979, 0.26638, 9.10898)  0.09
H (-2.46072, -1.67957, 7.48475)  0.09
H (-2.18912, 0.07149, 7.66137)  0.06
H (-2.34450, -0.64178, 6.05039)  0.07
C (-0.64321, 4.08262, 6.36433)  -0.02
C (-0.40398, 2.60060, 6.21300)  -0.49
O (-0.77115, 1.81133, 7.05216)  0.06
C (0.31324, 2.14779, 4.96544)  -0.02
H (-1.16525, 4.27211, 7.29912)  0.08
H (0.30851, 4.61589, 6.37294)  0.09
H (-1.25065, 4.44968, 5.53578)  0.09
H (1.30370, 2.60272, 4.91710)  0.09
H (-0.25593, 2.43686, 4.08060)  0.09
H (0.42003, 1.06577, 4.98073)  0.08

Its calculated total energy is -48250.9047 eV. As for the multiplicity: 1. The structure (SMILES) is C=CB(Cl)CON=O.CC(C)=O.CC(C)=O.CC(C)=O.CC(C)=O.CC(C)=O. The largest force on an atom is 0.0250 Eh/bohr. The HOMO energy is -8.949 eV. As for the net charge: 0.

***

Entry 3:
Here is a structure of composition C18H35BiN2S in a non-equilibrium geometry from the Open Molecules 2025 dataset. Energies are from wB97M-V/def2-TZVPD.

Last column: Löwdin charge in e.
Atoms and positions in Å:
C (1.84796, 2.83309, -1.95508)  -0.18
H (2.62665, 3.49437, -1.53803)  0.10
H (2.24876, 2.38711, -2.87950)  0.09
H (1.70469, 2.00264, -1.19985)  -0.04
C (0.57972, 3.65519, -2.19017)  -0.39
H (-0.27646, 3.00040, -2.43140)  0.02
H (0.32396, 4.18252, -1.26077)  0.11
C (0.70248, 4.68176, -3.31593)  -0.09
H (-0.25227, 5.19587, -3.43904)  0.08
H (1.45943, 5.44272, -3.10212)  0.09
H (0.95657, 4.19899, -4.26448)  0.08
C (-0.99993, -2.07461, -1.36159)  -0.33
C (-1.63150, -1.11863, -2.23922)  -0.39
C (-0.64548, -0.76701, -3.26276)  -0.37
C (0.59424, -1.38309, -2.88806)  -0.24
C (0.35911, -2.19670, -1.74349)  -0.28
C (1.35910, -3.06666, -1.08115)  -0.03
C (1.83439, -1.36116, -3.70162)  0.00
C (-0.94616, -0.19039, -4.59705)  -0.02
C (-3.10081, -0.90605, -2.34614)  -0.05
C (-1.70450, -2.87280, -0.32996)  -0.04
Bi (-0.25912, 0.77843, -1.14777)  1.74
H (2.70693, -1.68377, -3.12190)  0.09
H (1.74776, -2.04112, -4.56389)  0.12
H (2.04789, -0.35760, -4.09478)  0.09
H (2.37777, -2.80452, -1.39422)  0.08
H (1.31405, -2.99564, 0.01724)  0.06
H (1.18856, -4.12052, -1.35730)  0.12
H (-2.56714, -2.33224, 0.08430)  0.09
H (-2.08778, -3.80632, -0.77685)  0.12
H (-1.05482, -3.15912, 0.50844)  0.07
H (-3.35064, -0.06070, -3.00250)  0.09
H (-3.58245, -1.80502, -2.77194)  0.12
H (-3.56566, -0.71873, -1.36494)  0.09
H (-0.18567, 0.54421, -4.90005)  0.09
H (-0.96269, -0.97124, -5.37956)  0.12
H (-1.92558, 0.30445, -4.62631)  0.09
C (2.07188, -1.06884, 5.52102)  -0.07
C (1.61130, 0.13950, 4.73271)  -0.19
N (1.24451, -0.28978, 3.36180)  0.03
C (0.13708, -0.04125, 2.67724)  -0.67
S (0.17117, -0.53438, 0.99238)  0.60
N (-0.96599, 0.47916, 3.26023)  0.03
C (-1.52342, -0.02887, 4.54857)  -0.21
C (-2.04199, 1.12757, 5.37622)  -0.07
H (1.27828, -1.82086, 5.60838)  0.08
H (2.37033, -0.75691, 6.52450)  0.09
H (2.93731, -1.54107, 5.03991)  0.09
H (0.75656, 0.64952, 5.18439)  0.10
H (2.42742, 0.87133, 4.64278)  0.14
H (1.99612, -0.71176, 2.80987)  0.14
H (-1.69532, 0.68480, 2.58613)  0.13
H (-2.35115, -0.71060, 4.29764)  0.13
H (-0.75877, -0.60570, 5.07178)  0.10
H (-2.91416, 1.58720, 4.90085)  0.09
H (-2.35434, 0.76270, 6.35952)  0.09
H (-1.27819, 1.90013, 5.52355)  0.08

Its calculated total energy is -38873.0624 eV. As for the multiplicity: 1. The largest force on an atom is 0.0593 Eh/bohr. The HOMO energy is -14.113 eV. As for the net charge: +2.